This record from OMol25 describes a cluster of 10 separate species, C48H100F18N4O20 in total at a distorted geometry. The level of theory is ωB97M-V with the def2-TZVPD basis set.

Element x y z (Å)
1 F -3.2870 7.4408 4.1940
2 F -3.1594 0.8850 -2.7426
3 F 5.6596 5.7645 -3.5564
4 F 1.0058 -3.7113 2.2656
5 F 2.6343 0.7452 -5.7181
6 F 2.0174 -3.4488 4.1930
7 F -3.3680 -0.7860 4.8624
8 F -4.4050 1.6922 -1.3704
9 F -5.1084 0.4096 4.3650
10 F 4.2792 1.9443 -5.0821
11 F 5.8488 7.5256 -2.4538
12 F 0.8831 -1.8441 3.5890
13 F 6.6682 7.1877 -4.3879
14 F -2.6636 5.8138 3.2209
15 F 2.5373 2.8203 -5.6999
16 F -2.7284 2.7769 -2.0669
17 F -3.8520 0.5821 6.2802
18 F -3.8785 5.6056 5.0064
19 O 3.8099 -3.2829 1.9709
20 O -5.3777 3.7627 -3.2549
21 O -5.4643 1.7775 -4.2199
22 O 3.3319 -3.5883 -4.1771
23 O 5.5178 2.9380 -0.5242
24 O 0.6980 -4.9979 -1.5559
25 O -1.5935 6.7121 6.7667
26 O 2.8410 -1.7127 0.9419
27 O 2.9532 1.0414 -2.5946
28 O 8.2959 2.0344 -1.2053
29 O -8.4688 -6.2507 2.1810
30 O -6.0340 -2.1352 5.1710
31 O 1.2253 3.6008 0.8062
32 O -4.5123 -2.3688 6.8886
33 O -3.9198 -4.4536 2.0732
34 O 4.2868 9.0962 -4.3721
35 O 3.2877 7.1561 -3.6152
36 O -0.2332 6.4838 4.9580
37 O -0.6290 -1.5623 0.9070
38 O 0.9106 1.2644 -3.6058
39 N 5.7253 0.2471 -1.4357
40 N 3.4862 -3.2776 -1.2564
41 N -5.7287 -6.9213 1.6846
42 N 1.2550 0.7752 0.2597
43 C 0.2483 5.9458 3.7060
44 C -1.5918 6.0880 5.5322
45 C -0.5448 -4.2667 -1.3203
46 C 2.2395 -3.0034 -3.4824
47 C 2.2613 1.8423 -3.4725
48 C -1.1201 -0.3889 0.2711
49 C 5.9030 0.6412 0.0826
50 C -4.4673 -0.2673 5.3935
51 C 5.7526 -4.6122 2.1586
52 C 2.8266 5.8302 -3.9387
53 C -4.7531 -6.7505 2.8515
54 C -6.5306 1.2267 -3.3840
55 C -4.6174 2.6522 -3.6161
56 C 4.5742 3.9700 -0.8395
57 C 0.3789 2.7436 1.5085
58 C 1.6860 6.5886 3.4548
59 C -6.7995 -8.0597 1.8275
60 C 2.6238 -2.3533 -2.2042
61 C 2.8827 1.8265 -4.9605
62 C 1.4989 5.6631 -3.1664
63 C 0.0077 0.2963 -0.6210
64 C -9.7523 -5.7863 2.6910
65 C 5.6251 7.0604 -3.6750
66 C -3.7285 2.0242 -2.4715
67 C -7.3448 -1.5109 4.7964
68 C -0.1747 1.9198 -4.3817
69 C 8.0044 1.2701 -2.3361
70 C -1.5640 -2.3380 1.6127
71 C -5.2309 -1.4181 6.1381
72 C -2.7904 6.1991 4.4408
73 C -8.1718 -2.5306 3.9937
74 C 0.9746 1.4440 1.6368
75 C -7.0014 0.0147 -4.2382
76 C 0.5411 4.7227 0.2875
77 C 2.9123 -2.2602 2.2909
78 C 1.6769 -4.9549 -0.4954
79 C 3.0799 -4.7322 -1.0281
80 C 5.0775 -3.3239 2.6965
81 C 4.1161 -2.5000 -4.7974
82 C 5.0862 1.9515 0.3172
83 C 1.7105 -2.8163 3.0737
84 C 8.4146 3.4346 -1.4397
85 C -0.7740 0.9065 -5.3783
86 C -4.4406 -3.6234 3.1164
87 C -3.5629 -5.7653 2.4880
88 C 4.3458 7.6641 -4.3601
89 C 6.4503 1.0634 -2.5551
90 C -7.9495 -7.5251 2.6339
91 H -6.0853 -6.0625 1.2903
92 H 5.7660 -2.5247 2.4221
93 H 1.4653 -4.0684 0.1024
94 H 3.3885 -5.2250 -1.9500
95 H -7.4169 1.8411 -3.2260
96 H -7.9016 -1.0185 5.5937
97 H 8.3736 1.9003 -3.1452
98 H 3.7118 -5.1474 -0.2429
99 H 1.0184 4.7950 -3.6176
100 H -8.3051 -3.4334 4.5898
101 H 4.2294 4.4951 0.0513
102 H -9.7798 -4.7095 2.8580
103 H -5.1525 -7.4232 1.0242
104 H 4.0263 1.7031 0.2611
105 H 1.6566 -2.3268 -4.1073
106 H -1.9587 -0.6165 -0.3870
107 H -10.0586 -6.3306 3.5843
108 H 3.4419 5.0520 -3.4872
109 H -5.8743 -0.9285 6.8691
110 H 1.4958 -3.7877 -3.3413
111 H -2.8113 -5.6972 3.2745
112 H -7.7433 -2.7211 3.0097
113 H -0.4785 6.4680 3.0838
114 H 0.0817 3.1417 2.4787
115 H 7.7453 3.8574 -2.1889
116 H -1.7554 -1.8704 2.5785
117 H -7.2849 0.4590 -5.1923
118 H 1.3174 5.4489 0.0463
119 H 2.1032 6.6064 2.4480
120 H -0.3968 1.1696 -1.1328
121 H -10.5677 -6.0320 2.0106
122 H -7.2126 -8.2440 0.8358
123 H -7.8917 -0.4820 -3.8526
124 H -9.1754 -2.1376 3.8312
125 H 5.9789 2.0348 -2.7038
126 H -0.9634 -0.0803 -4.9559
127 H 5.2594 -5.4973 2.5603
128 H -1.6552 1.2152 -5.9408
129 H 6.9240 0.9563 0.2980
130 H 3.4136 -1.5517 2.9504
131 H 8.2694 3.8581 -0.4459
132 H -1.6980 0.2774 0.9117
133 H -1.0804 -4.2065 -2.2678
134 H 4.4772 -3.1430 -1.3977
135 H -1.2621 -4.8392 -0.7323
136 H 0.1732 4.2784 -0.6373
137 H 3.6706 3.5494 -1.2806
138 H 0.4736 0.6990 2.2550
139 H 4.8679 -3.5451 3.7431
140 H -3.5637 -3.2952 3.6744
141 H 1.6254 -5.8984 0.0480
142 H 9.3843 3.6256 -1.8995
143 H -2.4458 -2.3268 0.9720
144 H 0.2183 2.7792 -4.9249
145 H 5.9159 -4.6380 1.0812
146 H -5.3432 -6.4641 3.7221
147 H 8.4614 0.2840 -2.4193
148 H -0.5404 2.6491 0.9306
149 H 5.0402 4.6834 -1.5192
150 H 1.5547 7.5862 3.8740
151 H 0.1851 4.8601 3.6335
152 H -6.2016 -0.7199 -4.3316
153 H -8.7796 -8.2302 2.6777
154 H 2.3715 6.0943 4.1431
155 H 2.2500 2.8245 -3.0002
156 H 1.7278 -0.0715 0.5418
157 H -4.9500 -2.7723 2.6644
158 H 6.0040 -0.7110 -1.5924
159 H 0.0612 0.6340 -6.0235
160 H 1.7856 5.2409 -2.2033
161 H -1.6269 5.0107 5.6947
162 H -3.8629 2.9118 -4.3587
163 H -3.1285 -6.1479 1.5644
164 H 5.4076 -0.0766 0.7363
165 H 3.3067 -3.0194 -0.2966
166 H -6.3341 0.8736 -2.3717
167 H 3.1937 -1.4249 -2.2396
168 H 4.7412 0.2147 -1.6605
169 H -0.2302 5.1992 0.8927
170 H -7.0912 -0.7813 4.0274
171 H 5.3662 2.5362 1.1935
172 H 0.5216 -0.3426 -1.3391
173 H 6.7873 -4.5853 2.5006
174 H 6.2274 0.5131 -3.4693
175 H -4.3623 -7.7509 3.0374
176 H 1.8077 -2.2504 -1.4890
177 H 4.8287 -2.1669 -4.0429
178 H -5.2152 -4.1338 3.6888
179 H -0.9514 2.3031 -3.7200
180 H 0.8048 6.4946 -3.2888
181 H -7.6982 -7.3223 3.6750
182 H 4.5438 -2.9252 -5.7054
183 H -6.2955 -8.9422 2.2215
184 H 4.3027 7.3707 -5.4090
185 H 1.9685 1.5715 2.0656
186 H -0.3269 -3.3000 -0.8664
187 H 1.9064 1.3903 -0.2066
188 H -1.3908 -3.3881 1.8478
189 H 3.6676 -1.5325 -5.0229
190 H 2.8158 5.4653 -4.9658

Forces on the atoms, in the same order (eV/Å):
0.4 1.7 1.0
1.6 -3.0 -2.1
-1.7 -4.6 1.2
0.5 1.1 1.2
-0.5 -1.1 0.7
1.2 -1.2 0.1
0.8 -1.1 -2.0
-1.4 0.5 1.5
0.4 -0.4 1.6
-0.2 -0.7 1.6
0.1 0.8 1.1
0.3 -0.4 -1.8
4.2 2.7 -2.8
1.2 -2.9 -2.3
-2.0 2.5 -1.0
1.1 1.8 0.2
-2.0 0.6 -0.2
0.4 -1.1 -0.1
1.7 -1.9 2.0
2.4 -1.8 0.5
-1.5 -3.5 0.5
0.1 2.2 -0.8
0.3 1.1 -3.2
-0.4 0.3 0.2
-1.4 -1.1 -3.8
-2.2 0.3 2.4
0.0 0.1 -0.8
-0.1 -1.0 0.6
0.5 -0.1 -0.8
-2.4 0.7 -0.7
1.0 -0.3 1.5
-0.8 2.7 -2.6
-0.8 -1.5 -0.4
0.9 -3.9 0.4
-1.5 -1.9 -0.3
0.1 -1.1 -0.1
1.8 0.0 -0.4
-0.4 0.7 -0.5
1.5 0.8 0.7
-1.2 -1.1 -0.5
0.8 -2.7 0.4
-2.4 0.2 1.4
-0.4 2.6 0.2
1.6 1.3 2.9
0.7 -0.9 -0.2
-0.9 -1.0 -0.7
0.6 -2.6 0.9
0.4 -0.1 -1.1
-1.1 2.2 -0.7
2.0 -0.6 0.8
0.7 0.7 0.7
-0.4 0.3 1.8
-0.1 1.0 0.3
-0.6 -1.2 -1.4
-1.4 4.9 1.6
-0.3 -0.1 0.2
-2.0 1.4 -0.5
-1.5 -0.8 1.5
-0.6 2.4 -0.2
0.7 -1.0 2.6
2.1 -0.3 0.3
0.6 -1.4 -1.6
0.5 0.4 2.2
-0.1 -1.2 -0.1
-2.5 1.9 -0.3
-2.3 0.7 0.3
2.0 -0.7 -1.6
0.3 -0.4 0.1
-1.8 0.6 -0.7
-1.7 1.1 0.0
0.5 -2.4 2.9
-1.3 3.3 3.1
-0.1 0.2 1.1
1.7 -2.3 -0.6
0.0 0.8 0.4
0.6 -0.2 -1.4
1.7 1.8 -4.0
-1.0 1.2 -1.6
1.2 -0.7 -1.3
-1.0 -2.6 -1.8
0.3 -0.9 0.7
0.4 -0.1 0.6
-1.8 0.5 -0.6
0.3 -0.2 -0.2
1.4 -0.5 0.2
0.1 0.3 0.0
-1.1 0.7 -1.0
0.5 4.9 0.1
0.4 0.5 0.3
-1.9 1.3 1.9
-0.3 0.5 0.0
-0.5 0.7 0.5
-0.1 -0.3 0.7
-0.7 -0.5 0.0
0.4 0.8 -0.5
0.3 -0.3 0.4
-0.3 -0.6 -0.8
0.4 0.5 0.1
-0.4 -0.1 -0.2
0.2 -0.3 -0.2
0.2 0.1 0.3
0.6 -0.2 0.0
0.4 0.8 -1.0
-0.2 0.3 -0.1
0.4 0.7 -0.1
0.2 -0.5 -0.8
0.5 0.2 0.5
0.7 0.0 0.2
-0.7 0.6 -0.2
0.4 -0.3 0.5
-0.2 -0.5 0.3
0.2 -0.2 0.2
0.4 -0.8 -1.4
0.1 0.0 0.2
-0.8 -0.2 0.3
-0.4 0.2 0.1
0.2 -0.4 -0.3
-0.2 0.1 0.0
-0.4 -0.1 0.0
0.0 -0.1 0.0
0.3 0.0 -0.6
0.5 0.0 -0.2
-0.1 0.0 0.3
-0.1 0.2 -0.1
-0.3 -0.3 0.6
-0.5 0.2 0.7
0.0 0.0 -0.4
0.2 0.3 0.2
0.1 -0.9 -0.3
-0.2 0.3 0.4
0.2 0.5 -0.4
0.9 0.5 0.8
0.5 0.4 -0.3
0.2 -0.5 -0.3
0.3 -0.1 0.7
-0.8 1.0 -0.4
0.0 -0.2 -0.3
-0.4 0.3 -0.1
0.3 0.9 0.2
-0.6 0.2 0.7
0.2 0.2 0.3
0.5 0.1 0.5
-0.7 -0.2 0.4
0.1 0.0 0.0
-0.7 0.0 -0.2
0.2 0.3 -0.1
0.6 0.1 0.7
-0.5 0.0 -0.1
0.0 -0.2 0.1
0.2 0.2 -0.4
0.1 -0.1 0.0
0.0 0.1 -0.3
0.1 -0.4 -0.3
0.3 -0.1 -0.1
-0.4 0.7 -1.0
0.9 -1.2 -0.1
0.3 0.0 -0.1
0.5 -0.3 0.3
-0.1 0.3 -0.7
-0.6 1.1 0.5
0.5 -0.8 -0.4
0.5 -0.1 -0.7
0.4 -0.4 0.2
0.5 -0.6 -0.4
-0.2 2.4 1.5
1.1 0.2 -0.1
-0.3 0.2 -0.3
-1.3 1.0 -0.4
0.1 -0.4 0.3
-0.1 0.6 0.4
-0.6 -1.8 1.8
-0.5 -0.1 0.0
0.1 -0.3 0.5
0.2 -0.2 0.0
0.1 0.0 0.0
-0.5 0.7 -0.6
0.8 -0.4 -0.2
0.3 0.0 0.4
0.2 -0.1 0.3
0.3 0.1 0.7
0.5 -0.4 0.2
0.3 0.2 0.3
-0.2 0.2 0.2
0.2 -1.0 -0.3
0.2 -0.2 0.0
-0.3 0.1 0.0
0.0 0.1 -1.1
1.2 0.1 -0.6
-1.2 -0.4 -0.2
-0.3 1.1 -0.6

Computed properties:
E = -147201.1413 eV
LUMO level = 0.602 eV
Orbital gap = 2.47 eV
Charge = -2

Mulliken population analysis, charges in e, atoms 1 to 5:
1 F -0.340
2 F -0.297
3 F -0.339
4 F -0.262
5 F -0.282